Record 1
{
  "formula": "C42H39N5O4SSb2Y",
  "method": "wB97M-V/def2-TZVPD",
  "orbital_gap_ev": 7.044,
  "total_charge": 1,
  "elements": ["Y", "C", "C", "N", "N", "C", "N", "S", "C", "C", "C", "C", "C", "N", "H", "H", "H", "H", "H", "H", "H", "H", "H", "O", "C", "C", "C", "C", "C", "C", "C", "O", "N", "O", "O", "H", "H", "H", "H", "C", "C", "C", "Sb", "C", "C", "C", "C", "C", "C", "C", "C", "C", "C", "C", "C", "Sb", "C", "C", "C", "C", "C", "C", "C", "C", "C", "C", "C", "C", "H", "H", "H", "H", "H", "H", "H", "H", "H", "H", "H", "H", "H", "H", "H", "H", "H", "H", "H", "H", "H", "H", "H", "H", "H", "H"],
  "positions_angstrom": [[-0.9818, 0.8621, -0.1074], [-5.5588, 1.5036, -0.7714], [-4.0718, 1.4465, -0.9172], [-3.2988, 1.1404, 0.0844], [-3.9084, 0.9823, 1.2758], [-3.2506, 0.4506, 2.2712], [-3.8609, 0.3819, 3.4602], [-1.6731, -0.2492, 2.1826], [-3.4529, 1.7056, -2.2089], [-4.1967, 2.3013, -3.2354], [-3.6100, 2.5119, -4.4668], [-2.3098, 2.0678, -4.6587], [-1.6357, 1.4969, -3.5927], [-2.1657, 1.3311, -2.3832], [-5.8305, 1.0584, 0.1816], [-6.0437, 0.9673, -1.5824], [-5.9124, 2.5316, -0.7729], [-4.7717, 0.7904, 3.5789], [-3.3994, -0.0752, 4.2284], [-5.2111, 2.6162, -3.0605], [-4.1509, 3.0076, -5.2575], [-1.8272, 2.1746, -5.6159], [-0.6184, 1.1538, -3.7165], [-1.4228, 3.2318, -0.5284], [-1.2035, 4.3019, 0.0571], [-0.4965, 4.4661, 1.2827], [-0.3328, 5.7554, 1.8099], [0.3469, 5.9462, 2.9879], [0.9200, 4.8568, 3.6697], [0.7766, 3.5934, 3.1807], [0.0560, 3.3342, 1.9784], [-0.0514, 2.1317, 1.5413], [0.4887, 7.2741, 3.5238], [0.0142, 8.1861, 2.8827], [1.0716, 7.3885, 4.5776], [-1.5770, 5.2333, -0.4019], [-0.7420, 6.6050, 1.2833], [1.4845, 5.0458, 4.5708], [1.2052, 2.7418, 3.6939], [0.4116, -2.5917, 2.6704], [1.2073, -1.6765, 1.7531], [1.8591, -0.5606, 2.5481], [2.6038, 1.1153, 1.3502], [4.3160, 0.0732, 0.5071], [4.8118, -1.1281, 0.9877], [5.9972, -1.6457, 0.4933], [6.7069, -0.9608, -0.4765], [6.2108, 0.2333, -0.9750], [5.0224, 0.7441, -0.4842], [1.5900, 0.8818, -0.6364], [1.3972, 2.1109, -1.3018], [1.4995, 2.2116, -2.6818], [1.8105, 1.0881, -3.4327], [1.9826, -0.1374, -2.8082], [1.8719, -0.2420, -1.4310], [-1.4217, -3.4325, 1.7804], [-0.5895, -5.3697, 1.2542], [-1.4752, -6.4114, 1.0274], [-1.0101, -7.6702, 0.6883], [0.3498, -7.9053, 0.5873], [1.2416, -6.8703, 0.8152], [0.7712, -5.6119, 1.1462], [-1.1601, -2.6717, -0.2513], [-0.1038, -3.0822, -1.0523], [-0.0343, -2.7115, -2.3852], [-1.0453, -1.9431, -2.9427], [-2.1293, -1.5644, -2.1660], [-2.1800, -1.9063, -0.8140], [0.0436, -2.0099, 3.5138], [1.0280, -3.3971, 3.0639], [0.5349, -1.2120, 1.0078], [1.9562, -2.2494, 1.2027], [2.6941, -0.9212, 3.1486], [1.1207, -0.1183, 3.2139], [4.2820, -1.6656, 1.7603], [6.3807, -2.5789, 0.8767], [7.6443, -1.3501, -0.8438], [6.7601, 0.7765, -1.7306], [4.6344, 1.6822, -0.8695], [1.2896, 3.0208, -0.7168], [1.3964, 3.1748, -3.1608], [1.9612, 1.1765, -4.4972], [2.2579, -1.0023, -3.3923], [2.1098, -1.1876, -0.9581], [-2.5373, -6.2431, 1.1368], [-1.7097, -8.4746, 0.5209], [0.7138, -8.8896, 0.3322], [2.3053, -7.0464, 0.7495], [1.4854, -4.8199, 1.3397], [0.6444, -3.7402, -0.6322], [0.7837, -3.0616, -2.9973], [-1.0218, -1.6749, -3.9902], [-2.9781, -1.0805, -2.6305], [-3.0894, -1.7222, -0.2459]],
  "forces_ev_per_a": [[0.210, 1.329, -0.099], [0.127, -0.058, 0.182], [-0.101, -0.247, 1.083], [-0.265, -0.213, -0.483], [-1.179, 0.412, 0.686], [0.341, -0.216, -0.621], [-0.062, 0.023, 0.168], [-0.001, -0.171, 0.387], [0.236, 0.079, -0.706], [0.279, -0.137, 0.334], [0.334, -0.157, 0.068], [-0.186, 0.108, 0.037], [0.093, -0.043, -0.036], [-0.322, 0.248, 0.181], [-0.058, 0.039, -0.117], [-0.049, -0.003, -0.139], [-0.080, 0.172, -0.031], [-0.040, -0.027, -0.005], [-0.104, 0.107, -0.072], [-0.111, -0.018, 0.085], [-0.071, -0.015, -0.097], [0.133, -0.001, -0.073], [-0.035, -0.021, 0.001], [0.043, -0.160, -0.014], [-0.036, 0.006, -0.030], [0.318, -0.559, 0.416], [0.070, 0.121, 0.210], [-0.181, -0.901, -0.605], [-0.048, 0.191, -0.058], [-0.173, -0.301, -0.199], [0.018, 0.518, 0.050], [-0.108, -0.286, -0.551], [0.011, 0.254, -0.011], [-0.125, 0.380, -0.116], [0.191, 0.132, 0.363], [-0.009, -0.134, -0.019], [-0.044, 0.108, 0.020], [-0.048, 0.007, 0.060], [-0.025, 0.074, 0.029], [-0.519, -0.221, -0.260], [-0.115, 0.199, 0.112], [0.192, 0.600, -0.503], [0.317, -0.630, -0.196], [-0.439, 0.309, 0.308], [-0.103, -0.014, 0.074], [0.170, -0.152, 0.012], [-0.003, 0.005, -0.080], [0.040, 0.112, -0.098], [-0.081, 0.103, -0.031], [0.796, -0.013, -0.019], [0.286, -0.013, 0.138], [0.024, 0.063, 0.056], [0.113, -0.016, 0.107], [-0.043, 0.017, -0.110], [0.013, 0.141, 0.192], [0.426, -0.487, -0.061], [-0.171, 0.667, 0.206], [-0.079, 0.006, 0.029], [-0.079, -0.171, 0.001], [0.023, -0.009, -0.078], [0.142, -0.091, -0.003], [0.195, 0.065, 0.083], [-0.042, -0.169, 0.600], [0.047, -0.028, 0.040], [-0.121, -0.044, -0.069], [0.030, -0.001, -0.072], [-0.219, -0.112, 0.037], [-0.210, -0.189, -0.265], [-0.039, -0.092, 0.069], [-0.023, -0.122, 0.000], [0.240, -0.276, 0.039], [-0.047, 0.051, -0.214], [0.042, 0.034, 0.066], [-0.006, 0.069, 0.107], [-0.028, -0.101, 0.112], [0.027, -0.109, 0.062], [0.067, -0.060, -0.030], [0.036, 0.020, -0.064], [0.102, 0.055, -0.052], [-0.137, -0.071, -0.024], [-0.036, 0.068, -0.031], [-0.029, -0.002, -0.161], [-0.003, -0.097, -0.054], [-0.084, 0.019, 0.007], [-0.156, -0.039, -0.040], [-0.081, -0.092, -0.029], [0.022, -0.068, -0.007], [0.095, -0.028, -0.024], [0.053, 0.029, 0.001], [0.129, -0.001, -0.070], [0.094, -0.004, -0.074], [0.036, -0.036, -0.069], [0.050, 0.075, 0.036], [0.147, 0.207, 0.016]]
}

=====

Record 2
{
  "formula": "C4H8N2O2",
  "method": "wB97M-V/def2-TZVPD",
  "orbital_gap_ev": 10.244,
  "total_charge": 0,
  "smiles": "O=C(CO)NN1CC1",
  "elements": ["C", "C", "C", "C", "H", "H", "H", "H", "H", "H", "H", "H", "N", "N", "O", "O"],
  "positions_angstrom": [[0.3496, -0.5296, -2.0237], [1.1363, 0.4694, -1.2766], [-0.2364, -0.5980, 1.8773], [-1.1497, 0.7277, 1.6921], [-1.3417, -0.5726, -1.0209], [0.4693, -0.3561, -3.1003], [0.9947, -1.5553, -1.7392], [1.1947, 1.2832, 0.7620], [-0.6795, -1.6427, 2.0027], [0.8554, -0.6739, 2.2732], [-2.1871, 0.5457, 1.7594], [-0.5746, 1.6851, 2.1164], [0.4923, 0.9901, -0.0963], [-0.4845, 0.1374, 0.5187], [-1.0517, -0.6666, -2.0288], [2.2128, 0.7563, -1.7161]],
  "forces_ev_per_a": [[0.197, -3.269, -1.680], [-1.339, 0.225, 0.984], [0.430, 0.666, -1.192], [5.085, -0.721, 0.812], [0.814, -0.269, -2.725], [1.077, -0.048, 0.353], [-1.819, 2.111, -0.714], [-1.620, -0.450, -3.230], [0.162, 1.768, -0.649], [-2.024, 1.102, -0.631], [-0.948, 0.431, 0.156], [-1.908, -2.035, -0.928], [2.878, -0.021, 3.488], [-0.845, -0.698, 1.123], [-0.624, 0.356, 3.942], [0.483, 0.851, 0.889]]
}

=====

Number 1: HOMO energy -10.4 eV. Number 2: HOMO energy -9.6 eV.